1.
{
  "formula": "C3H6N2",
  "method": "wB97M-V/def2-TZVPD",
  "symbols": ["C", "N", "C", "C", "N", "H", "H", "H", "H", "H", "H"],
  "positions_angstrom": [[-1.160, -0.840, -0.538], [-0.151, -0.556, 0.469], [0.961, 0.254, -0.020], [1.187, 1.441, 0.819], [1.338, 2.363, 1.501], [-1.596, 0.060, -1.006], [-1.962, -1.428, -0.081], [-0.718, -1.448, -1.335], [-0.572, -0.126, 1.282], [1.890, -0.332, -0.047], [0.781, 0.613, -1.044]],
  "smiles": "CNCC#N",
  "lumo_energy_ev": 0.864,
  "total_charge": 0,
  "gap_ev": 10.4397,
  "fmax_ha_per_bohr": 0.022
}


2.
{
  "formula": "C3H6N2",
  "method": "wB97M-V/def2-TZVPD",
  "symbols": ["C", "C", "C", "N", "H", "H", "H", "N", "H", "H", "H"],
  "positions_angstrom": [[1.775, 0.468, -0.586], [0.452, 0.377, -0.644], [-0.373, 1.436, -0.115], [-0.996, 2.348, 0.240], [2.258, 1.321, -0.121], [2.376, -0.316, -1.035], [-0.076, -0.483, -1.030], [-1.247, -1.198, 0.656], [-0.592, -1.704, 1.232], [-1.919, -1.823, 0.237], [-1.709, -0.474, 1.190]],
  "smiles": "C=CC#N.N",
  "lumo_energy_ev": 0.851,
  "total_charge": 0,
  "gap_ev": 10.7347,
  "fmax_ha_per_bohr": 0.024
}